No. 1
Entry from OMol25: C17H27ClN2O3S2 in the gas phase (the ωB97M-V functional and the def2-TZVPD basis).

```
52
Properties=species:S:1:pos:R:3:forces:R:3
C -4.797680 -0.783382 -2.717022 -0.010 -0.005 -0.011
H -1.205765 -1.151702 0.039559 0.004 -0.007 -0.005
C 3.830881 -0.037110 2.626144 -0.005 0.003 -0.001
H 1.698227 0.814106 4.965870 0.000 -0.001 0.003
C 0.363517 -0.399305 2.543434 -0.005 -0.015 0.000
H -0.619890 1.798863 0.098422 0.001 -0.001 0.001
H 5.659860 0.385718 -0.276690 0.000 -0.001 0.000
C -2.571862 0.287230 -2.026747 -0.003 0.041 0.024
H 1.675597 0.844370 1.398336 -0.004 -0.002 0.000
C -5.999741 -0.464838 -3.264692 0.018 0.000 0.007
C -4.597712 1.510331 -2.955142 -0.017 0.010 -0.023
H -4.198493 1.427866 -0.318713 0.003 -0.002 -0.001
H -3.043060 1.190799 1.001374 0.000 0.001 0.003
H -0.232124 0.897095 -1.380947 0.001 -0.011 0.000
Cl -3.960560 3.104140 -2.947868 0.006 -0.005 0.009
O -1.760457 -0.407063 -2.625353 0.000 -0.012 -0.009
H -3.012053 2.688039 0.047981 0.004 -0.001 0.006
C -0.851384 0.905698 -0.484756 -0.021 -0.060 -0.104
S 3.224141 -1.200391 0.235060 0.000 0.001 -0.001
N -2.238244 0.987282 -0.915079 -0.020 0.022 0.061
C -0.552066 -0.333325 0.352380 0.108 0.051 0.054
S -6.163509 1.213375 -3.583066 0.003 -0.007 0.004
H 6.034769 -0.632714 1.126880 0.000 0.001 0.001
C 1.437017 0.684426 2.446807 0.011 0.004 0.007
H -5.154649 -2.886744 -2.553060 0.001 -0.001 0.003
C 5.519459 0.265987 0.797749 -0.002 -0.001 0.000
H 3.771818 0.003025 -1.769704 0.000 -0.001 0.000
H -4.107431 -2.231872 -1.289785 -0.002 0.003 -0.001
H 5.968397 1.120593 1.306425 0.001 0.001 -0.001
C 4.038456 0.170980 1.124895 0.000 -0.002 -0.006
C 2.503483 0.167722 4.617298 -0.003 0.005 -0.001
H 0.795943 -1.362780 2.251542 0.000 0.001 0.001
H 2.223065 0.523311 -1.098872 0.002 0.002 -0.002
C 2.115963 -1.296736 -2.264515 0.003 0.005 0.000
H 2.721425 -2.179712 -2.470766 0.000 0.000 0.000
C 2.842826 -0.350269 -1.321236 0.003 -0.001 0.002
H 0.479698 -0.652188 0.184508 -0.002 0.005 0.001
C -3.979172 0.378755 -2.525379 0.012 -0.013 0.009
O -0.754681 -0.077262 1.740753 -0.078 0.003 -0.023
N 2.639264 0.331667 3.177814 0.000 -0.010 -0.004
H 1.034379 1.623607 2.839412 -0.002 -0.003 -0.001
O 4.729431 -0.490877 3.313222 0.004 0.001 0.001
H 2.277606 -0.864887 4.893715 -0.002 0.000 0.000
C -4.361736 -2.168572 -2.350000 -0.004 -0.008 0.001
H -3.472410 -2.450557 -2.912662 0.000 0.005 -0.003
H -0.003366 -0.484453 3.566800 -0.001 -0.004 0.001
H 1.906210 -0.797232 -3.210363 -0.003 0.001 0.001
H -6.804323 -1.141081 -3.506273 -0.006 0.007 -0.001
C -3.177196 1.609683 0.002805 0.003 0.002 -0.006
H 1.162320 -1.623862 -1.848846 0.000 -0.003 0.001
H 3.532274 1.086745 0.813655 0.002 0.002 0.003
H 3.433536 0.447500 5.104697 0.000 0.000 -0.001
```
Positions in Å, forces in eV/Å.

Electronic energy (Eh): -2255.7870
SMILES: CCS[C@H](C)C(=O)N(C)CCOCCN(C)C(=O)c1c(C)csc1Cl



No. 2
Entry from OMol25: a molecular structure, C10H11ClF5STiTl in a non-equilibrium geometry (the ωB97M-V functional and the def2-TZVPD basis).

```
30
Properties=species:S:1:pos:R:3:forces:R:3
C -0.295647 0.828668 3.061530 1.084 0.047 0.779
H 3.277898 -0.983095 -4.216566 -0.149 -0.457 0.093
C 2.439885 -1.474916 -3.701714 0.069 -0.339 -0.202
H 2.793726 -2.126711 -2.892407 0.099 -0.040 -0.430
H -1.310104 0.295254 -0.323196 -0.176 -0.119 0.457
F -0.967776 -2.112511 5.911791 -0.084 0.439 -0.296
C -1.274763 0.997276 4.075063 0.138 0.258 -1.476
S 0.286829 2.167733 1.972992 2.042 -0.785 1.210
H -0.794672 0.093339 -4.391810 -0.546 -0.093 0.387
H 1.777966 -2.003865 -4.400400 0.416 -0.055 0.132
C 0.071797 -1.416775 3.921847 0.770 -0.622 -0.577
H 1.677384 2.570802 -1.583924 -0.133 -0.762 0.054
H -1.093228 -0.861667 -2.855435 -0.134 0.434 -0.336
F -2.178938 2.105933 3.855252 1.245 -0.975 1.174
F -2.217368 0.280006 6.182173 0.097 -0.033 -0.956
Ti -1.805813 1.915455 1.675435 -2.962 0.724 -1.904
C -1.473000 0.054340 5.073880 -0.330 -0.396 0.565
F 1.198551 -0.655852 1.961746 -0.814 -0.002 1.446
H -1.734944 -0.684058 1.139494 0.050 -0.460 0.015
F 0.726368 -2.596437 3.838110 -0.610 0.643 0.278
C -0.817191 -1.173589 4.962803 0.103 0.224 0.443
H 2.260158 1.310805 -0.431415 0.405 0.003 -1.190
C 0.347294 -0.439484 2.992231 -0.068 1.011 -0.881
C 2.108272 1.542480 -1.525503 0.632 2.143 2.349
H -3.001157 0.240647 0.268852 0.411 -0.091 0.105
C -0.741569 0.090880 -3.290809 -0.601 -0.128 -0.792
H -1.221991 0.960235 -2.837101 -0.207 -0.210 -0.184
Tl 1.351381 0.163789 -2.758760 0.130 -0.510 0.214
C -1.933810 0.224045 0.587300 -0.381 -0.538 -0.641
Cl -2.027034 3.078076 -0.242458 -0.497 0.688 0.165
```
Positions in Å, forces in eV/Å.

Total charge: -1
Expectation value of S²: 0.77
Electronic energy (Eh): -2767.0830
Multiplicity: 2



No. 3
Entry from OMol25: a molecular structure, C2H8NO2 in a non-equilibrium geometry (the ωB97M-V functional and the def2-TZVPD basis).

```
13
Properties=species:S:1:pos:R:3:forces:R:3
H 2.201221 2.442574 1.213748 -0.145 -0.399 -0.508
O -1.777031 -2.339999 0.469550 0.350 0.051 -0.216
N 1.209287 2.313140 0.959775 -0.163 -0.216 -1.114
H 1.611032 0.413351 0.752092 0.076 -1.478 -0.604
H -0.722732 0.230373 0.590394 0.179 0.528 0.195
H -0.779548 1.183942 -0.912736 0.056 0.165 -0.037
H 1.926913 0.567117 -1.019882 -0.126 0.655 -0.224
O -0.303291 -0.807711 -1.049965 0.830 -0.341 -1.770
C -0.236048 0.398515 -0.372772 -0.672 -0.931 0.323
H 1.217273 2.083008 -0.108564 0.070 2.327 -0.293
C 1.225232 0.734301 -0.206204 0.133 -0.844 3.226
H -0.839206 -1.530148 -0.625090 -0.552 0.417 1.097
H -2.455114 -2.628982 1.081291 -0.034 0.065 -0.076
```
Positions in Å, forces in eV/Å.

Total charge: -1
Electronic energy (Eh): -286.0803



Record order is preserved below.
Molecular weight: 407.0 546.0 78.1 g/mol
Record order is preserved below.
Energy relative to the best compared isomer or geometry (same formula, charge and spin): 14.9 483.0 438.5 kJ/mol